C51H60O19 | ωB97M-V/def2-TZVPD

Geometry (Å):
O  -4.525385  0.067074  -2.311628
O  5.257420  -3.857682  -1.031801
O  -4.474825  4.318616  -0.644653
O  1.253599  -2.478569  0.801504
O  -7.093661  -0.273271  1.024684
O  2.866487  -0.480821  -6.660934
O  4.842491  0.563619  0.746990
O  -1.345940  3.142138  -3.257340
O  2.380025  4.843582  1.551467
O  -4.682763  -1.158253  8.247931
O  -3.385217  -1.916569  3.015121
O  -1.962762  1.755740  -1.094240
O  2.599767  -2.960148  -1.732093
O  -0.943679  -4.695688  -0.058301
O  4.928193  -0.661054  6.058259
O  4.681445  4.043709  -0.189393
O  4.163771  1.956445  -5.373064
O  -4.034343  -4.845122  -4.660414
O  -1.232605  1.810851  4.342364
C  -6.546743  3.092297  -0.753645
C  -4.365492  -1.372155  6.961954
C  -3.908807  -4.926289  -2.178500
C  -7.133378  1.903197  -0.278294
C  6.095552  -0.068099  4.118169
C  -5.162305  1.196982  0.892026
C  1.708846  -1.118116  -4.826631
C  -4.459509  -0.633835  4.675096
C  -1.594947  -0.083747  0.384929
C  4.667222  -3.539609  0.192456
C  -3.289346  -2.664311  5.266896
C  -0.466230  2.556516  3.572280
C  1.350156  2.762311  1.859072
C  -0.833765  -1.252164  0.797213
C  0.334752  0.780708  -0.705309
C  -3.736529  -1.788302  4.314401
C  2.704346  -2.547102  -3.123905
C  -6.427886  0.916306  0.492187
C  -3.532993  -2.444991  6.632868
C  4.599802  3.490757  -1.515792
C  4.915360  -0.404238  4.728735
C  5.411103  3.250496  -3.797498
C  3.630808  -0.423585  4.075716
C  -3.190482  -4.805593  -1.009570
C  6.085162  0.556984  2.818374
C  -4.793990  -0.499483  6.049168
C  3.472838  2.694746  -1.806457
C  -1.463921  4.454476  -3.297097
C  3.861196  -2.041721  -5.190364
C  1.572758  -1.772571  -3.662251
C  4.250036  2.391579  -4.122584
C  -3.408171  -4.815279  -3.462632
C  3.378069  2.122557  -3.161362
C  -1.046561  0.873349  -0.469101
C  -5.217556  3.359595  -0.250481
C  3.681971  -0.031947  2.717615
C  -1.201709  -4.475832  -2.373159
C  -3.808478  -1.143729  -2.060726
C  -0.362596  3.954806  3.788517
C  1.470288  4.117961  2.135005
C  0.390040  1.949840  2.589316
C  -1.757421  -4.633472  -1.065419
C  2.831362  -1.206773  -5.542995
C  -4.581873  2.426657  0.520892
C  5.532354  3.901197  -2.502298
C  4.863303  0.438949  2.100337
C  0.495127  -1.398802  0.568717
C  1.126789  -0.313253  -0.178818
C  -2.014266  -4.516354  -3.554347
C  3.812626  -2.714833  -3.881242
C  0.514280  4.650579  3.084359
H  4.907753  4.882861  -0.285011
H  2.085493  2.355561  1.109506
H  -4.860288  -0.373118  8.483256
H  -8.133253  -0.129316  1.230277
H  2.709569  0.145582  2.225864
H  -2.611589  -1.094613  -2.232641
H  -0.251601  -4.107752  -0.260776
H  3.436962  -3.287670  -1.424292
H  -8.180154  1.627170  -0.453186
H  2.004137  -2.416626  0.410560
H  -0.626637  4.868415  -2.745770
H  -4.679505  0.620101  1.481972
H  -3.718539  -4.127946  -5.111959
H  4.715025  -2.242268  -5.869813
H  -1.328827  2.496752  -4.024150
H  -2.351792  5.027079  -2.965238
H  -2.721684  -0.048497  0.607785
H  -1.322624  4.854886  -4.350421
H  3.821301  -4.045273  0.171252
H  -2.723527  -3.562047  4.976119
H  5.663366  1.031228  0.342917
H  -3.730049  -1.561325  -1.104909
H  2.938788  2.422636  -0.997348
H  3.297971  2.008765  -5.712169
H  -1.439281  -4.383594  -4.519266
H  7.061232  -0.090238  4.747781
H  -0.256776  -4.371452  -2.369565
H  -3.584241  2.465665  0.766530
H  6.371359  3.329896  -4.447110
H  6.911010  0.714166  2.449785
H  0.895592  -0.468866  -5.157741
H  0.628484  -1.567996  -3.077282
H  2.824498  -0.812205  4.652461
H  4.765772  -3.217069  -3.542429
H  -1.088051  4.316887  4.458333
H  -1.646147  2.240582  -1.820780
H  1.062255  1.460079  -1.210662
H  -4.118518  -1.705186  -3.090433
H  0.525491  5.714599  2.822868
H  -4.635105  0.097742  3.925242
H  -1.282791  -2.029468  1.280100
H  -7.071521  3.878728  -1.267545
H  3.529461  -0.876935  -7.246212
H  -4.717259  5.027076  -1.271971
H  5.788739  -0.622047  6.546349
H  6.301448  4.569821  -2.166516
H  -3.611526  -5.174249  -0.234351
H  4.684790  -2.388797  0.465789
H  -3.319627  -3.024219  7.419711
H  0.242207  0.843311  2.283641
H  2.614054  1.379835  -3.336452
H  -4.175437  -2.091475  2.249593
H  -4.916150  -5.186993  -2.171659
H  5.411750  -4.011880  1.192591
H  -5.294103  0.393035  6.557857
H  -0.804512  0.895701  4.281495
H  5.853494  -4.542455  -1.013034
H  -4.630648  0.418355  -1.500936
H  2.947662  4.414385  1.062162
H  2.088890  -0.320580  -0.560448

Force components x, y, z for each atom (eV/Å):
1.262 -2.479 -2.784
-1.343 3.147 -1.360
3.205 4.455 -1.368
-8.063 -2.006 5.063
-2.180 1.846 -0.232
0.377 0.592 -2.052
1.241 1.587 -1.934
-0.209 -5.651 0.104
-3.385 6.195 3.311
2.103 -9.960 -0.764
-1.869 -1.285 -4.571
0.249 -2.473 3.477
-1.054 0.865 -2.554
-0.242 -0.836 2.890
-0.050 -0.778 1.818
-1.713 -6.597 -0.810
1.818 -0.719 -0.934
-2.866 -2.982 1.559
-0.303 -3.070 0.985
1.203 -1.071 2.470
1.340 -1.128 0.491
0.037 -0.017 -1.599
-0.026 -0.889 0.089
1.248 2.008 -0.713
-2.795 4.525 -3.643
-2.658 0.903 1.062
0.399 -1.250 2.140
-0.516 -1.454 0.025
6.912 1.938 4.467
0.765 -1.462 1.390
3.753 0.550 -2.604
-0.211 -0.931 0.640
-0.592 2.731 -0.608
2.470 -1.419 0.779
-1.596 1.866 0.090
-2.296 0.895 1.992
-2.935 0.204 0.261
-2.130 2.525 -3.199
-1.505 0.922 0.070
-0.762 -0.055 0.169
1.104 0.600 1.248
3.836 0.575 -1.069
5.210 1.197 -4.793
-9.612 -4.377 4.920
-0.933 3.158 -2.059
4.277 0.561 -4.191
0.922 4.854 -2.812
0.410 -1.404 1.857
0.337 -1.195 3.149
4.028 3.150 0.473
4.365 1.550 0.501
-1.866 0.085 4.397
-0.935 0.442 -0.710
-3.348 -3.041 -0.992
-1.104 0.706 1.069
-8.496 -0.647 0.133
2.601 0.076 -6.352
-1.348 -3.058 0.078
-3.017 -3.645 2.149
-0.168 0.438 -0.601
-3.571 -0.122 -4.646
2.508 -1.174 -1.125
-1.686 -2.172 0.241
-1.773 -2.931 -1.369
1.614 -0.426 1.260
2.247 3.647 -3.178
-4.713 0.639 0.377
1.428 -0.260 1.451
1.918 0.594 -2.193
3.323 2.740 -4.016
1.728 5.990 -0.484
-1.058 -0.048 0.842
-2.075 9.229 2.157
3.880 -0.042 -0.998
0.704 -0.576 -0.207
-2.206 0.729 0.046
1.997 1.082 0.156
0.734 -0.282 -0.624
0.324 0.468 -0.332
7.636 0.789 -4.221
0.146 0.331 0.300
3.276 -4.026 3.879
1.080 2.672 -2.091
-0.556 0.396 0.624
-0.415 2.227 0.962
-0.289 -1.303 0.292
1.993 -0.097 -0.363
-0.066 -0.330 0.897
-4.442 -1.712 1.045
-0.237 0.561 -0.033
-2.079 -1.146 1.462
-1.448 -0.943 1.435
-2.285 -1.010 2.187
-1.689 -0.188 -0.502
-1.110 -0.233 0.957
-1.593 0.059 -1.161
6.926 0.844 -0.682
2.139 0.943 0.435
-2.327 -0.031 0.604
8.228 2.133 -4.268
0.253 -0.222 -0.100
1.335 -0.679 -0.364
-0.822 0.143 -0.079
-1.512 0.427 -0.221
-0.620 1.019 0.701
1.304 1.108 -1.714
-1.693 -0.014 -0.058
0.579 -0.013 3.237
-0.453 0.255 1.550
-0.448 0.530 -0.340
-1.660 -1.820 1.431
-0.276 -0.138 -0.328
-0.137 0.460 0.047
-0.751 -1.101 0.613
-0.960 0.115 -1.369
0.592 0.052 -0.475
-2.795 -1.738 5.689
-0.437 -2.310 -1.060
1.414 -2.559 2.395
0.337 1.885 0.726
-0.344 0.030 -0.122
2.874 0.777 3.796
-1.811 -0.333 0.577
-2.390 1.257 -2.910
0.371 -0.961 -1.575
-1.415 1.618 0.334
1.968 -2.379 0.450
-0.782 2.656 4.283
4.652 -3.959 -4.094
2.071 -0.391 -0.141

## Properties
Lowest unoccupied orbital energy in eV: 0.12
Energy in eV: -92745.754
Spin multiplicity: 1
Relative energy (zero: lowest compared OMol25 entry of this formula, charge and spin) in kJ/mol: 25.3
Gap between HOMO and LUMO in eV: 7.324
HOMO in eV: -7.2
SMILES: Oc1ccc(O)cc1.Oc1ccc(O)cc1.Oc1ccc(O)cc1.Oc1ccc(O)cc1.Oc1ccc(O)cc1.Oc1ccc(O)cc1.Oc1ccc(O)cc1.Oc1ccc(O)cc1.CO.CO.CO

Here are the Löwdin charges for atoms 1 to 5, given in e:
1. O -0.084
2. O -0.103
3. O 0.088
4. O 0.110
5. O -0.065